The following is a DFT calculation (ωB97M-V/def2-TZVPD) of C50H44CoF6N4OSSb as an isolated structure at a distorted geometry.

Values from the calculation:
Gap between HOMO and LUMO (alpha / beta), eV: 6.35 / 6.44
Spin multiplicity: 2
E_HOMO (alpha / beta), eV: -8.93 / -8.93
E_LUMO (alpha / beta), eV: -2.58 / -2.49
ΔE to the lowest compared entry with this formula, charge and spin, kJ/mol: 244.80
Net charge: +1
E, hartree: -4846.09928
⟨S²⟩: 0.772

Positions of all 108 atoms, in Å:
Co (-0.537, -0.022, 1.722)
C (-1.896, -2.022, 3.407)
C (-0.776, -1.933, 4.437)
C (-0.037, -0.628, 4.615)
C (0.740, -0.464, 5.761)
C (1.431, 0.711, 5.965)
C (1.327, 1.721, 5.017)
C (0.548, 1.486, 3.908)
N (-0.118, 0.337, 3.697)
N (-1.465, -1.959, 1.988)
C (-0.737, -3.205, 1.660)
C (0.297, -3.129, 0.571)
C (0.844, -4.233, 0.036)
C (2.205, -4.142, -0.515)
C (2.884, -2.994, -0.565)
C (2.167, -1.713, -0.278)
N (0.829, -1.898, 0.323)
C (-2.643, -1.837, 1.114)
C (-3.245, -0.456, 1.167)
C (-4.426, -0.146, 0.508)
C (-4.974, 1.110, 0.693)
C (-4.351, 2.001, 1.558)
C (-3.164, 1.621, 2.152)
N (-2.598, 0.428, 1.934)
H (-2.428, -2.968, 3.571)
H (-2.603, -1.215, 3.581)
H (-1.235, -2.172, 5.399)
H (-0.026, -2.710, 4.277)
H (0.791, -1.269, 6.483)
H (2.038, 0.844, 6.851)
H (1.848, 2.661, 5.129)
H (0.445, 2.236, 3.134)
H (-0.195, -3.494, 2.558)
H (-1.442, -4.017, 1.445)
H (0.379, -5.199, 0.180)
H (2.695, -5.065, -0.801)
H (3.925, -2.958, -0.862)
H (2.038, -1.141, -1.211)
H (-2.344, -2.080, 0.093)
H (-3.412, -2.566, 1.408)
H (-4.905, -0.881, -0.125)
H (-5.893, 1.381, 0.190)
H (-4.777, 2.971, 1.772)
H (-2.645, 2.272, 2.844)
O (-0.355, 1.816, 0.521)
S (-0.792, 3.239, 0.842)
C (0.548, 4.365, 0.418)
C (-0.177, 5.589, -0.128)
C (-1.166, 5.041, -1.163)
C (-1.841, 3.821, -0.530)
H (1.155, 3.861, -0.336)
H (1.148, 4.556, 1.306)
H (0.519, 6.311, -0.551)
H (-0.716, 6.090, 0.681)
H (-0.628, 4.734, -2.059)
H (-1.899, 5.789, -1.458)
H (-1.947, 2.967, -1.201)
H (-2.814, 4.054, -0.097)
F (2.035, -4.981, -5.076)
C (1.375, -3.999, -4.438)
C (1.818, -2.700, -4.576)
C (1.132, -1.691, -3.912)
C (0.014, -1.975, -3.125)
C (-0.381, -3.306, -2.996)
C (0.285, -4.326, -3.660)
Sb (-0.927, -0.412, -1.987)
C (-0.316, 1.112, -3.353)
C (0.586, 2.079, -2.918)
C (1.094, 3.037, -3.790)
C (0.671, 3.015, -5.102)
F (1.145, 3.941, -5.951)
C (-0.218, 2.067, -5.578)
C (-0.701, 1.111, -4.698)
C (-2.937, -0.663, -2.727)
C (-3.642, 0.376, -3.333)
C (-4.960, 0.216, -3.745)
C (-5.572, -1.003, -3.538)
F (-6.843, -1.170, -3.943)
C (-4.923, -2.056, -2.926)
C (-3.607, -1.871, -2.518)
H (2.682, -2.489, -5.192)
H (1.483, -0.673, -4.022)
H (-1.215, -3.579, -2.363)
H (-0.021, -5.359, -3.569)
H (0.922, 2.062, -1.885)
H (1.810, 3.785, -3.473)
H (-0.504, 2.078, -6.622)
H (-1.372, 0.347, -5.071)
H (-3.165, 1.336, -3.498)
H (-5.508, 1.015, -4.227)
H (-5.440, -2.995, -2.779)
H (-3.108, -2.703, -2.034)
F (8.156, 1.656, 2.445)
C (7.376, 0.885, 3.218)
F (7.252, 1.505, 4.403)
F (8.059, -0.251, 3.445)
C (6.046, 0.612, 2.580)
C (4.898, 0.536, 3.355)
C (3.697, 0.173, 2.772)
C (3.617, -0.126, 1.410)
C (4.775, -0.004, 0.639)
C (5.981, 0.355, 1.218)
C (2.392, -0.686, 0.851)
C (1.114, -0.847, 1.284)
H (4.951, 0.743, 4.415)
H (2.804, 0.083, 3.378)
H (4.726, -0.190, -0.428)
H (6.874, 0.439, 0.612)

The following is a DFT calculation (ωB97M-V/def2-TZVPD) of C50H44LuN3O6P2S as an isolated structure at a distorted geometry.

Values from the calculation:
Gap between HOMO and LUMO, eV: 6.19
E_HOMO, eV: -12.53
E_LUMO, eV: -6.34
Net charge: +2
E, hartree: -4863.60289

Positions of all 107 atoms, in Å:
Lu (0.665, 0.670, -0.178)
O (-0.339, 4.893, -1.869)
C (0.214, 3.905, -1.216)
O (0.403, 2.785, -1.670)
C (0.612, 4.205, 0.190)
C (0.568, 5.458, 0.792)
C (1.047, 5.571, 2.095)
C (1.597, 4.459, 2.722)
C (1.569, 3.234, 2.052)
N (1.030, 3.110, 0.825)
C (2.066, 1.918, 2.543)
O (2.676, 1.819, 3.703)
O (1.888, 0.922, 1.849)
H (-0.582, 4.668, -2.786)
H (0.188, 6.310, 0.249)
H (1.000, 6.519, 2.607)
H (2.034, 4.561, 3.706)
H (2.819, 2.655, 4.174)
C (-1.743, 2.272, 2.345)
C (-2.612, 2.439, 1.090)
P (-2.047, 1.342, -0.310)
C (-3.313, 0.019, -0.371)
C (-4.200, -0.234, 0.669)
C (-5.175, -1.208, 0.539)
C (-5.269, -1.945, -0.629)
C (-4.367, -1.722, -1.658)
C (-3.395, -0.748, -1.533)
C (-2.536, 2.171, -1.871)
C (-3.629, 3.014, -2.034)
C (-3.976, 3.456, -3.302)
C (-3.238, 3.062, -4.408)
C (-2.154, 2.209, -4.254)
C (-1.806, 1.762, -2.992)
C (-1.868, 0.943, 3.091)
P (-1.254, -0.472, 2.037)
C (-2.296, -1.801, 2.747)
C (-2.658, -1.811, 4.090)
C (-3.493, -2.802, 4.572)
C (-3.941, -3.804, 3.726)
C (-3.548, -3.820, 2.398)
C (-2.728, -2.820, 1.908)
C (0.339, -1.087, 2.740)
C (1.020, -1.909, 1.831)
C (2.175, -2.571, 2.207)
C (2.669, -2.412, 3.494)
C (2.009, -1.586, 4.390)
C (0.849, -0.923, 4.022)
H (-1.970, 3.089, 3.037)
H (-0.696, 2.363, 2.036)
H (-2.500, 3.474, 0.744)
H (-3.667, 2.276, 1.316)
H (-4.157, 0.330, 1.587)
H (-5.863, -1.381, 1.354)
H (-6.039, -2.692, -0.739)
H (-4.431, -2.298, -2.569)
H (-2.699, -0.575, -2.340)
H (-4.213, 3.312, -1.177)
H (-4.842, 4.086, -3.428)
H (-3.518, 3.401, -5.393)
H (-1.599, 1.868, -5.116)
H (-0.970, 1.075, -2.875)
H (-2.910, 0.739, 3.350)
H (-1.301, 0.996, 4.025)
H (-2.284, -1.058, 4.764)
H (-3.793, -2.787, 5.609)
H (-4.584, -4.582, 4.106)
H (-3.892, -4.610, 1.746)
H (-2.418, -2.811, 0.873)
H (0.584, -2.095, 0.851)
H (2.681, -3.217, 1.503)
H (3.561, -2.938, 3.802)
H (2.401, -1.459, 5.388)
H (0.351, -0.293, 4.746)
C (2.493, -7.079, -1.368)
C (2.060, -5.672, -1.609)
C (0.732, -5.344, -1.874)
C (0.350, -4.028, -2.075)
C (1.306, -3.031, -2.003)
C (2.634, -3.328, -1.742)
C (3.005, -4.647, -1.564)
S (0.840, -1.318, -2.136)
O (-0.189, -1.088, -1.081)
O (0.400, -0.908, -3.438)
N (2.024, -0.387, -1.557)
C (3.022, 0.083, -2.373)
C (3.430, -0.541, -3.541)
C (4.515, -0.051, -4.270)
C (5.217, 1.049, -3.848)
C (4.812, 1.742, -2.691)
C (5.472, 2.896, -2.225)
C (4.993, 3.529, -1.111)
C (3.851, 3.018, -0.480)
N (3.198, 1.940, -0.871)
C (3.684, 1.283, -1.955)
H (1.642, -7.747, -1.279)
H (3.097, -7.146, -0.465)
H (3.112, -7.422, -2.195)
H (-0.010, -6.127, -1.924)
H (-0.679, -3.771, -2.276)
H (3.360, -2.530, -1.673)
H (4.041, -4.888, -1.384)
H (2.900, -1.422, -3.872)
H (4.810, -0.566, -5.170)
H (6.081, 1.405, -4.386)
H (6.346, 3.255, -2.748)
H (5.477, 4.414, -0.728)
H (3.472, 3.540, 0.390)